Record 1
3 unconnected molecules or ions with the total composition C18H36N3O7S in a non-equilibrium geometry, computed with the ωB97M-V functional and the def2-TZVPD basis.

Each line ends with the natural charge from an NBO analysis.
Element x y z (Å)
S  -2.0665  2.3633  1.4814  0.06
O  -9.5291  -2.6903  -3.1259  -0.63
O  5.2323  -1.1786  -0.0315  -0.57
O  3.8543  3.8584  2.7288  -0.67
O  -7.2711  -2.4807  -2.9492  -0.51
O  4.9266  4.7346  4.5327  -0.48
O  2.9616  5.5085  4.0183  -0.48
O  -8.0803  -4.2407  -3.9425  -0.50
N  -0.6912  -1.1525  -0.3196  -0.52
N  -3.9519  -0.9423  -0.8063  -0.60
N  0.3146  0.9598  0.3256  -0.33
C  1.8112  5.5020  3.1776  -0.25
C  5.5926  -2.5673  0.1932  -0.07
C  -9.1987  -5.0039  -4.3941  -0.26
C  -3.6883  -2.3512  -1.2749  -0.43
C  2.5469  2.1529  -0.3428  -0.44
C  -8.4095  -3.0959  -3.3196  0.98
C  0.5020  -0.3210  -0.2882  0.24
C  -1.0977  1.0118  0.6965  -0.01
C  -7.4698  -1.2415  -2.2705  -0.26
C  -3.2868  -0.8384  0.5379  -0.26
C  3.5740  0.8951  -0.1233  -0.42
C  -1.7508  -0.3612  0.3044  0.15
C  4.6659  -3.0700  1.4405  -0.64
C  1.2467  2.0912  0.6011  -0.24
C  4.0410  0.3430  -1.5688  -0.43
C  6.0151  3.8467  4.2788  -0.26
C  3.9094  4.6226  3.6652  0.99
C  5.1677  -0.8391  -1.4402  -0.07
H  -3.5499  -2.4008  -2.4091  0.23
H  3.0688  0.0764  0.5251  0.20
H  4.9427  -1.7181  -2.1365  0.19
H  3.1580  -0.1225  -2.1407  0.18
H  5.6897  2.8065  4.3538  0.19
H  1.6305  1.9574  1.6875  0.25
H  -4.5754  -2.9899  -0.9264  0.23
H  4.4265  1.2275  -2.2128  0.22
H  4.5944  -2.1521  2.1454  0.22
H  -2.7317  -2.8078  -0.8009  0.14
H  -9.8242  -5.3068  -3.5513  0.19
H  -3.2973  -1.8645  1.0700  0.24
H  1.4835  -0.7317  -0.6917  0.27
H  5.1023  -3.9844  1.9704  0.23
H  -0.7008  -2.1074  -0.7088  0.47
H  6.7759  4.0256  5.0393  0.21
H  3.1553  3.0778  0.0061  0.26
H  -3.8162  -0.0613  1.1919  0.25
H  -8.8154  -5.9023  -4.8796  0.20
H  -3.4132  -0.2842  -1.4095  0.36
H  -1.2784  3.0577  2.3940  0.18
H  6.6722  -2.5608  0.6124  0.19
H  2.0812  5.7668  2.1523  0.19
H  1.1169  6.2532  3.5562  0.21
H  -8.0266  -1.3949  -1.3431  0.19
H  -7.9840  -0.5262  -2.9166  0.20
H  0.7076  3.1151  0.5927  0.25
H  2.3285  2.3350  -1.4543  0.23
H  6.1724  -0.3478  -1.7124  0.18
H  6.4537  4.0451  3.2981  0.19
H  -6.4883  -0.8360  -2.0196  0.20
H  5.4740  -3.2478  -0.7189  0.18
H  4.4791  1.2493  0.5038  0.25
H  -9.7816  -4.4384  -5.1245  0.20
H  3.5827  -3.2503  1.0646  0.19
H  1.3167  4.5274  3.2084  0.17

Cartesian forces (eV/Å) of the 6 atoms listed first:
S 0.7 -0.6 -0.6
O 0.6 -0.2 -0.1
O -0.3 -1.7 -1.8
O -0.1 0.2 0.2
O -0.2 -0.3 -0.1
O -0.6 0.0 -0.4

Summary:
charge	+1
HOMO level	-11.91	eV



Record 2
6 unconnected molecules or ions with the total composition C18H36O10 in a non-equilibrium geometry, computed with the ωB97M-V functional and the def2-TZVPD basis.

Each line ends with the natural charge from an NBO analysis.
Element x y z (Å)
O  3.4564  -1.9563  -1.5672  -0.54
O  -1.4815  -1.5738  -7.3153  -0.03
O  -0.9386  0.6017  -0.5190  -0.67
O  -2.4556  4.3203  2.0844  -0.56
O  -1.7276  -2.8720  2.1809  -0.49
O  0.3576  1.9289  0.8201  -0.49
O  -1.0206  -1.5228  3.9317  -0.64
O  0.8996  1.7349  -1.2681  -0.49
O  -2.6464  -3.2051  4.0643  -0.50
O  4.0592  -1.8258  3.6697  -0.55
C  -2.0960  4.4899  -0.3266  -0.74
C  -1.6738  -2.4619  3.4423  0.99
C  -1.1703  -2.0193  1.2187  -0.25
C  0.8951  1.1583  -2.5633  -0.27
C  2.4967  -2.6849  -1.2924  0.60
C  -0.0021  1.3885  -0.3700  0.99
C  2.2390  -2.9922  0.1824  -0.72
C  4.2205  -0.8356  5.8546  -0.73
C  -0.3309  -0.7806  -9.2201  -0.69
C  -2.5678  4.9549  1.0279  0.59
C  -0.8431  -0.6502  -7.7974  0.63
C  2.2285  -0.3980  4.2915  -0.74
C  3.5518  -1.0589  4.4661  0.60
C  -0.4008  1.6289  1.9692  -0.27
C  -2.9739  -3.1720  5.3877  -0.26
C  1.4652  -3.2217  -2.3248  -0.73
C  -3.2242  6.2456  1.1155  -0.72
C  -0.5869  0.5975  -6.9500  -0.68
H  3.0995  -3.5950  0.4724  0.26
H  -2.1167  5.1949  -1.1576  0.22
H  4.8111  0.0721  5.7304  0.23
H  -1.0543  -0.3596  -9.9184  0.31
H  1.4173  -4.2635  -2.6418  0.25
H  1.3363  -3.5672  0.3886  0.21
H  -0.0941  -2.0464  1.3891  0.19
H  -0.7532  2.6080  2.2937  0.22
H  0.3374  1.3117  2.7057  0.19
H  0.4391  -0.0164  -9.3258  0.28
H  -3.9522  6.4360  0.3269  0.23
H  -3.4824  -4.0551  5.7745  0.20
H  2.1273  -2.0893  0.7827  0.25
H  -3.5643  -2.3412  5.7740  0.18
H  0.4835  -3.0868  -1.8708  0.23
H  -3.5809  6.4065  2.1328  0.25
H  3.5146  -0.6153  6.6554  0.23
H  0.4965  0.6351  -6.8365  0.29
H  -1.0367  4.2600  -0.2119  0.24
H  1.5339  -2.6033  -3.2198  0.21
H  -0.0154  -1.8012  -9.4371  0.29
H  1.7730  1.3896  -3.1666  0.21
H  -1.0107  1.4734  -7.4413  0.30
H  -0.9562  0.5847  -5.9245  0.28
H  0.0259  1.3275  -3.1990  0.17
H  2.3731  0.5639  3.7996  0.24
H  1.6139  -0.2269  5.1754  0.24
H  1.2168  0.1174  -2.5957  0.20
H  -1.5849  -1.0265  1.3939  0.20
H  -2.6482  3.6159  -0.6721  0.25
H  -1.1885  0.8790  1.8965  0.21
H  1.6859  -0.9575  3.5296  0.24
H  -2.4020  6.9550  1.0215  0.24
H  5.0041  -1.5842  5.9715  0.24
H  -1.5190  -2.3617  0.2444  0.20
H  -2.0590  -3.0518  5.9678  0.19

Cartesian forces (eV/Å) of the 6 atoms listed first:
O -2.1 -1.5 -0.2
O 0.7 1.0 -0.3
O 1.4 1.5 -0.3
O 0.5 0.2 -2.2
O -0.4 -0.8 0.8
O 0.1 -0.5 -2.8

Summary:
charge	+1
HOMO level (spin up / spin down)	-10.64 / -10.64	eV
⟨S²⟩	0.757
spin multiplicity	2



Record 3
6 unconnected molecules or ions with the total composition C18H36O18 in a non-equilibrium geometry, computed with the ωB97M-V functional and the def2-TZVPD basis.

Each line ends with the Mulliken charge.
Element x y z (Å)
O  -9.7654  -2.4926  3.0626  -0.52
O  -9.3921  -3.7198  4.9090  -0.32
O  0.4012  -8.8344  5.4035  -0.58
O  -10.3353  9.8913  6.4740  -0.28
O  -11.0282  -7.0506  -10.0156  -0.29
O  -8.9423  -8.3165  15.5857  -0.28
O  -5.6622  -10.2048  9.8975  -0.35
O  -1.6547  -8.7848  4.2955  -0.28
O  -8.7239  -4.4461  2.9136  -0.32
O  -4.7003  -10.5024  11.8701  -0.56
O  -10.2796  -7.3967  14.1472  -0.29
O  -6.1068  -12.0508  10.9574  -0.34
O  -9.8467  7.7716  6.1561  -0.29
O  -1.2680  -10.4087  5.6915  -0.28
O  -10.2434  -5.6445  -8.6782  -0.29
O  -10.5691  -6.8716  16.2956  -0.62
O  -9.5465  9.2510  4.3376  -0.55
O  -11.1102  -4.7609  -10.5834  -0.59
C  -1.2066  -7.7824  3.4203  -0.63
C  -10.7863  -5.7232  -9.8556  0.80
C  -5.4262  -10.9137  10.9946  0.83
C  -11.7952  -7.5430  -11.0664  -0.63
C  -10.2872  -3.0742  5.7737  -0.59
C  -9.8983  9.0044  5.5106  0.74
C  -9.8225  -4.3450  -8.2239  -0.64
C  -8.3029  -8.3273  16.8582  -0.64
C  -9.3143  -3.4538  3.5680  0.79
C  -10.3283  11.2433  6.1809  -0.67
C  -6.6358  -10.4679  8.8691  -0.63
C  -9.3354  6.6407  5.3873  -0.63
C  -8.3131  -4.1105  1.5564  -0.62
C  -5.9147  -13.0454  11.8786  -0.62
C  -0.3635  -11.3918  6.1798  -0.64
C  -0.8037  -9.2034  5.2641  0.76
C  -11.3246  -6.6060  13.6639  -0.77
C  -9.9248  -7.4423  15.3717  0.84
H  -6.2454  -11.1034  8.0742  0.28
H  -10.5148  -3.6113  -8.6370  0.34
H  -7.3520  -3.6110  1.6782  0.26
H  -11.9704  -8.5544  -10.6996  0.21
H  -8.2462  6.6648  5.3537  0.27
H  -9.6471  5.6477  5.7111  0.26
H  -12.7225  -7.0192  -11.2980  0.31
H  -9.9141  -4.2868  -7.1393  0.23
H  -10.8881  -5.7397  13.1670  0.30
H  -6.9805  -9.5617  8.3711  0.27
H  -11.1348  -7.4547  -11.9292  0.29
H  -9.7542  -2.9386  6.7148  0.21
H  -4.8877  -13.4097  11.8506  0.28
H  -10.5456  -2.0753  5.4221  0.32
H  -8.9059  -9.0095  17.4574  0.27
H  -9.6786  6.7519  4.3587  0.29
H  -12.1158  -6.9934  13.0221  0.29
H  -11.7958  -6.0176  14.4512  0.35
H  -0.9890  -12.1303  6.6813  0.24
H  -10.2083  11.8981  7.0440  0.27
H  -8.1916  -4.9602  0.8846  0.23
H  -6.6703  -13.8310  11.8731  0.25
H  -8.7900  -4.1849  -8.5345  0.26
H  -9.3836  11.4738  5.6886  0.31
H  -11.2142  11.5972  5.6536  0.27
H  -9.0859  -3.4604  1.1463  0.31
H  -2.1558  -7.3067  3.1735  0.24
H  -8.1830  -7.3109  17.2333  0.29
H  0.4190  -11.0643  6.8644  0.30
H  -0.5162  -7.0618  3.8585  0.31
H  0.1545  -11.9194  5.3789  0.29
H  -7.2695  -8.6618  16.9492  0.26
H  -0.8328  -8.1269  2.4561  0.27
H  -7.5315  -10.9616  9.2461  0.30
H  -11.1443  -3.7470  5.7998  0.25
H  -6.0673  -12.5809  12.8528  0.29

Cartesian forces (eV/Å) of the 6 atoms listed first:
O -0.9 2.2 -0.8
O 1.9 -1.3 -1.9
O -4.6 -0.5 0.1
O 0.1 -2.5 -0.5
O 0.5 2.0 1.3
O 1.1 0.2 -1.5

Summary:
charge	0
SMILES string	COC(=O)OC.COC(=O)OC.COC(=O)OC.COC(=O)OC.COC(=O)OC.COC(=O)OC
HOMO level	-10.44	eV
energy above the lowest of the compared OMol25 structures with the same formula, charge and spin	99.8	kcal per mole